No. 1
C6H12N | wB97M-V/def2-TZVPD

Multiplicity   2
HOMO-LUMO gap (alpha / beta)   0.1841 / 0.2965 hartree
Calculated total energy   -290.35797 a.u.
Relative energy (zero: lowest compared OMol25 entry of this formula, charge and spin)   309.8 kJ/mol

```
19
Properties=species:S:1:pos:R:3:forces:R:3:mulliken_charge:R:1
C 0.359 -1.655 2.192 -0.5002 0.0633 -0.5305 -0.76
C 1.248 -0.724 1.855 0.0716 -0.2909 0.8655 -0.01
C 0.899 0.610 1.385 0.0425 0.3361 0.4053 -0.01
C 1.808 1.558 1.179 0.5195 -0.3011 -0.1627 -0.80
H -0.701 -1.462 2.046 0.0183 0.0204 0.1078 0.21
H 0.607 -2.655 2.517 0.2317 0.0799 0.0948 0.28
H 2.298 -0.957 2.014 0.0597 0.1805 -0.2102 0.23
H -0.157 0.822 1.263 0.0297 -0.1105 -0.3946 0.27
H 1.641 2.479 0.639 -0.3793 0.1577 0.3931 0.32
H 2.838 1.365 1.464 0.0328 -0.0674 -0.2542 0.22
C -0.967 0.283 -2.386 0.0395 -0.3450 -0.6426 -0.41
C 0.145 0.211 -1.573 -0.3491 0.0465 0.2985 -1.00
N -2.297 -0.152 -1.825 0.1432 -0.2514 0.2294 -0.62
H -1.088 0.700 -3.373 -0.0176 0.3646 0.1690 0.40
H 0.918 0.968 -1.560 0.0704 -0.0723 -0.2831 0.23
H 0.288 -0.619 -0.887 0.0296 0.0426 0.0545 0.30
H -2.187 -0.192 -0.800 0.0458 0.0702 0.0031 0.28
H -3.072 0.502 -2.023 0.0049 -0.0444 -0.0894 0.42
H -2.579 -1.082 -2.128 -0.0930 0.1211 -0.0536 0.45
```
Forces are in eV/Å.

No. 2
C6H12N | wB97M-V/def2-TZVPD

Multiplicity   1
HOMO-LUMO gap   0.3624 hartree
Calculated total energy   -290.18282 a.u.
Charge   +1
Relative energy (zero: lowest compared OMol25 entry of this formula, charge and spin)   365.2 kJ/mol
SMILES string   C=C(C)/C=C/[NH2+]C

```
19
Properties=species:S:1:pos:R:3:forces:R:3:mulliken_charge:R:1
C 2.446 -1.303 0.384 0.7394 -3.0508 1.1575 -0.76
C 2.038 -0.159 0.006 -4.2721 2.7879 -0.6970 0.62
C 2.798 1.040 -0.298 1.7236 1.8775 2.2162 -1.16
C 0.316 0.195 -0.026 0.8197 -0.2741 3.7290 -0.61
C -0.891 0.072 -0.638 4.4527 -0.5466 -0.1555 0.05
N -2.089 0.479 0.040 -2.0896 0.7961 1.5761 -0.13
C -3.191 -0.547 0.091 -0.3495 -2.6924 2.7030 -0.90
H 3.541 -1.439 0.555 -1.1441 -0.1920 -0.1288 0.27
H 1.696 -2.080 0.588 0.8565 0.0123 -0.0946 0.28
H 2.579 1.993 0.297 -0.2254 -1.4788 -0.4096 0.28
H 2.444 1.236 -1.246 0.2324 1.0904 -2.5893 0.36
H 3.926 0.953 -0.183 -1.4573 -0.3339 -0.5788 0.35
H 0.224 0.536 1.118 -0.0544 -0.2694 -2.3839 0.08
H -0.891 -0.352 -1.646 -0.9877 0.3217 0.2812 0.36
H -1.920 0.763 1.093 0.0732 -0.3105 -2.7259 0.45
H -2.562 1.266 -0.486 0.9309 -0.4891 0.9762 0.38
H -4.055 -0.223 0.747 1.2073 -0.0105 -0.8540 0.36
H -3.532 -0.814 -0.857 -0.5736 0.3534 -1.8580 0.40
H -2.875 -1.616 0.462 0.1181 2.4087 -0.1638 0.33
```
Forces are in eV/Å.

No. 3
C6H12N | wB97M-V/def2-TZVPD

Multiplicity   1
HOMO-LUMO gap   0.2831 hartree
Calculated total energy   -290.11191 a.u.
Charge   +1
Relative energy (zero: lowest compared OMol25 entry of this formula, charge and spin)   551.4 kJ/mol

```
19
Properties=species:S:1:pos:R:3:forces:R:3:mulliken_charge:R:1
C 1.505 -1.611 -0.513 0.1088 1.0255 -0.1003 -0.36
C 1.827 -0.823 0.706 0.5183 0.9883 -2.1731 -0.42
C -0.615 0.513 0.657 1.9333 -0.4181 -2.0673 -0.75
C 0.335 1.433 -0.021 -0.1160 -4.6135 -0.1643 0.69
C 0.765 0.093 0.026 -0.6740 -0.0913 1.0801 -0.08
C 0.416 2.749 -0.490 1.4976 1.9681 1.1464 -0.90
N -2.457 -1.472 -0.352 -2.2440 0.2599 0.0260 -0.84
H 2.175 -1.637 -1.447 -1.3754 0.3933 1.5609 0.29
H 0.752 -2.464 -0.358 0.9963 1.7262 -0.5431 0.24
H 1.351 -1.271 1.503 -0.6480 -0.6063 2.0786 0.29
H 2.782 -0.332 0.946 -0.2791 -0.5559 -0.5543 0.31
H -0.686 0.523 1.709 -0.1485 0.1107 1.1919 0.39
H -1.421 0.052 0.068 -0.3432 0.6652 0.2453 0.38
H -0.534 3.223 -0.329 -0.6240 0.3048 -0.6902 0.37
H 0.903 2.836 -1.476 -0.1901 0.2925 0.6266 0.33
H 1.005 3.299 0.357 -0.2853 -0.7466 -1.4536 0.32
H -3.378 -1.206 -0.870 2.3113 -0.9829 1.1295 0.26
H -2.719 -1.609 0.668 0.4752 -0.2843 -1.9342 0.28
H -2.003 -2.296 -0.783 -0.9131 0.5646 0.5950 0.21
```
Forces are in eV/Å.

No. 4
C6H12N | wB97M-V/def2-TZVPD

Multiplicity   1
HOMO-LUMO gap   0.3565 hartree
Calculated total energy   -290.27002 a.u.
Charge   +1
Relative energy (zero: lowest compared OMol25 entry of this formula, charge and spin)   136.2 kJ/mol
SMILES string   C=CC(=C)CC[NH3+]

```
19
Properties=species:S:1:pos:R:3:forces:R:3:mulliken_charge:R:1
C -2.133 0.198 2.139 -0.7313 1.0606 -1.2120 -0.79
C -1.010 0.498 1.497 1.0846 -0.6600 0.9409 -0.38
C -0.549 -0.217 0.289 -0.7040 -0.4022 -0.7694 0.57
C -0.551 -1.550 0.217 0.0635 -0.3398 0.2597 -0.96
C -0.293 0.586 -0.987 -0.0735 0.2505 0.7812 -0.49
C 1.169 0.876 -1.248 1.3579 0.6975 -0.1983 -0.73
N 2.051 -0.298 -0.868 -0.8319 -0.5979 -0.1033 -0.28
H -2.906 -0.343 1.603 0.1261 -0.4790 0.2798 0.29
H -2.481 0.790 2.970 0.2533 -0.2167 0.4508 0.32
H -0.261 1.122 1.990 -0.2842 0.3107 -0.2068 0.26
H -0.351 -2.126 -0.687 -0.0241 0.3198 -0.1155 0.29
H -0.795 -2.173 1.068 0.0242 0.1446 0.1555 0.34
H -0.780 0.087 -1.822 0.1942 -0.0556 -0.1365 0.38
H -0.783 1.545 -0.845 -0.0744 0.1750 -0.2983 0.36
H 1.603 1.735 -0.727 -0.4750 -0.1802 0.4945 0.38
H 1.435 1.124 -2.278 -0.4374 -0.4064 -0.1470 0.37
H 1.663 -1.126 -1.335 0.4774 0.0271 -0.2420 0.32
H 1.933 -0.560 0.116 0.0766 0.3681 0.1414 0.37
H 3.037 -0.169 -1.092 -0.0220 -0.0161 -0.0746 0.37
```
Forces are in eV/Å.

No. 5
C6H12N | wB97M-V/def2-TZVPD

Multiplicity   1
HOMO-LUMO gap   0.3831 hartree
Calculated total energy   -290.17565 a.u.
Charge   +1
Relative energy (zero: lowest compared OMol25 entry of this formula, charge and spin)   384.0 kJ/mol

```
19
Properties=species:S:1:pos:R:3:forces:R:3:mulliken_charge:R:1
C 2.447 0.421 -0.197 -0.1334 -0.0378 0.0268 0.11
C 3.638 -0.044 -0.223 0.4017 -0.1851 -0.0287 -0.67
C -0.446 -0.595 0.637 0.3825 0.0690 0.1107 0.28
C -0.702 -1.975 0.215 -0.2479 -0.2868 -0.2334 -1.21
C -0.581 1.777 0.596 0.4932 1.0624 0.3287 -0.98
C -1.929 0.416 -0.935 -0.6783 -0.2702 -0.8136 -1.13
N -0.964 0.463 0.140 0.1210 -0.5884 0.3145 0.22
H 4.071 -0.554 -1.074 -0.1954 -0.0551 -0.4208 0.28
H 4.334 0.022 0.602 -0.0606 0.2310 0.4151 0.28
H 0.297 -0.463 1.413 -0.0953 0.2358 0.0802 0.43
H 0.178 -2.326 -0.333 0.0313 0.0164 0.0004 0.30
H -1.580 -2.105 -0.410 0.0047 0.0390 -0.0126 0.37
H -0.790 -2.617 1.089 0.0231 0.0171 0.0879 0.36
H 0.259 2.138 -0.006 -0.1324 -0.1145 -0.0043 0.37
H -1.415 2.467 0.489 -0.0462 -0.1276 0.0441 0.43
H -0.268 1.759 1.637 -0.0148 -0.1261 -0.0384 0.35
H -2.043 1.399 -1.382 0.1151 -0.0100 0.0892 0.43
H -1.609 -0.282 -1.709 -0.0148 0.0905 0.0765 0.42
H -2.899 0.098 -0.548 0.0464 0.0407 -0.0223 0.36
```
Forces are in eV/Å.

No. 6
C6H12N | wB97M-V/def2-TZVPD

Multiplicity   1
HOMO-LUMO gap   0.3804 hartree
Calculated total energy   -290.14844 a.u.
Charge   +1
Relative energy (zero: lowest compared OMol25 entry of this formula, charge and spin)   455.5 kJ/mol

```
19
Properties=species:S:1:pos:R:3:forces:R:3:mulliken_charge:R:1
C 0.879 1.110 -0.042 -0.0128 -0.3542 -1.1312 0.40
C 0.657 2.117 1.058 -3.3926 -3.6125 -0.8251 -0.99
C 0.856 1.152 -1.636 -0.4386 0.1374 1.2749 -0.70
C 1.098 0.045 -0.745 -0.2770 -0.3135 1.6027 -0.20
C -2.149 -0.721 0.061 1.8184 0.2377 0.3718 -0.17
C -1.448 -1.478 0.920 -0.7367 -0.5348 -0.8447 -0.88
N 1.273 -1.419 -0.556 -0.9228 1.1044 -3.8482 -0.09
H 0.277 1.541 1.962 0.3336 1.1149 -0.9342 0.26
H 1.572 2.505 1.249 2.6902 1.8225 0.7837 0.42
H -0.083 1.343 -2.104 -0.6836 -0.1418 -0.3177 0.26
H 1.668 1.671 -2.019 1.4414 0.7200 -1.1784 0.27
H -1.656 0.240 0.063 -0.7325 0.7196 -0.2515 0.07
H -2.888 -0.820 -0.716 -0.3518 -0.8476 0.3314 0.35
H -0.086 2.798 0.617 0.4057 0.1494 0.7723 0.33
H -1.469 -2.555 1.135 -0.5046 0.5330 -0.1090 0.29
H -0.710 -0.888 1.436 0.3508 -0.1696 0.6111 0.36
H 0.899 -1.621 0.306 -1.6578 -1.0231 2.5198 0.25
H 2.215 -1.655 -0.521 2.6036 -0.4563 -0.0120 0.37
H 0.865 -2.011 -1.336 0.0671 0.9146 1.1842 0.41
```
Forces are in eV/Å.

No. 7
C6H12N | wB97M-V/def2-TZVPD

Multiplicity   1
HOMO-LUMO gap   0.3333 hartree
Calculated total energy   -290.17557 a.u.
Charge   +1
Relative energy (zero: lowest compared OMol25 entry of this formula, charge and spin)   384.2 kJ/mol

```
19
Properties=species:S:1:pos:R:3:forces:R:3:mulliken_charge:R:1
C -1.069 1.028 1.184 2.0310 0.0426 -0.5687 -0.34
C -1.262 0.429 0.061 2.0538 -2.0452 -2.1381 0.17
C 0.317 0.879 1.810 -2.2378 1.3960 0.3866 -0.61
C 0.796 -0.773 -0.069 -3.5693 3.0756 1.1808 -0.43
C -2.170 0.240 -1.104 0.8217 1.7607 -0.3396 -1.00
C 1.310 -0.748 -1.442 0.1017 -1.3026 -1.4801 -1.19
N 1.282 0.218 0.960 1.6076 0.7057 -1.5380 -0.15
H -1.705 1.785 1.556 -0.7450 0.5674 0.6416 0.45
H 0.746 1.851 2.080 -0.2361 -0.2202 0.2519 0.43
H 0.211 0.265 2.644 -0.1444 -0.7325 1.8636 0.37
H 0.289 -1.599 0.420 0.7706 -0.2751 -0.2471 0.50
H -2.739 -0.642 -0.948 -0.7355 -0.7457 -0.0433 0.29
H -1.617 0.155 -2.088 -0.4453 0.0923 1.2155 0.26
H -2.829 1.158 -1.184 0.4957 -1.0810 0.0844 0.35
H 0.581 -1.235 -2.091 -0.3823 -0.4100 0.3104 0.32
H 2.204 -1.308 -1.695 0.4574 -0.5275 0.7025 0.38
H 1.470 0.116 -2.056 -0.1216 1.5661 0.7479 0.44
H 1.770 1.031 0.535 -0.1479 -1.0597 -0.5994 0.41
H 1.951 -0.093 1.668 0.4257 -0.8071 -0.4307 0.36
```
Forces are in eV/Å.

No. 8
C6H12N | wB97M-V/def2-TZVPD

Multiplicity   3
HOMO-LUMO gap (alpha / beta)   0.3192 / 0.2899 hartree
Calculated total energy   -290.14815 a.u.
Charge   +1
Relative energy (zero: lowest compared OMol25 entry of this formula, charge and spin)   12.4 kJ/mol

```
19
Properties=species:S:1:pos:R:3:forces:R:3:mulliken_charge:R:1
C 0.166 0.165 2.364 -0.4713 -1.1773 -4.1746 0.28
C -0.589 0.224 1.152 2.9737 -0.6788 5.0683 -0.03
C -0.017 1.039 3.412 -1.2330 2.3049 2.6191 -1.05
C 0.258 -1.556 -1.999 1.2154 3.0249 1.0086 -1.53
C 0.013 0.896 -1.790 1.8508 2.9603 -0.1053 -1.15
C -0.538 -0.350 -1.280 3.0331 -2.9180 -0.5558 0.19
N -0.125 -0.441 0.155 1.5037 -2.9049 -3.8252 -0.16
H 1.043 -0.441 2.410 0.4453 -0.6596 -0.1695 0.30
H -1.361 0.883 1.195 -2.4365 1.5664 -0.9315 0.50
H -0.788 1.769 3.449 -0.6030 0.5373 -0.4821 0.32
H 0.500 1.009 4.316 1.0192 -0.5297 1.1232 0.34
H 0.000 -2.488 -1.681 -1.1040 -2.6075 1.0142 0.46
H 0.212 -1.542 -3.051 -0.5995 0.3208 -1.2888 0.39
H 1.376 -1.471 -1.826 -1.1579 0.3013 0.2233 0.43
H -0.221 1.672 -1.031 0.0496 0.1446 -0.8812 0.34
H -0.210 1.253 -2.810 -0.6625 -0.5012 0.5641 0.37
H 1.122 0.837 -1.823 -0.4859 0.0042 0.2781 0.31
H -1.572 -0.391 -1.390 -1.8374 -0.4087 0.1046 0.37
H 0.732 -1.067 0.230 -1.4997 1.2211 0.4104 0.34
```
Forces are in eV/Å.

No. 9
C6H12N2 | wB97M-V/def2-TZVPD

Multiplicity   2
HOMO-LUMO gap (alpha / beta)   0.0943 / 0.3153 hartree
Calculated total energy   -345.27488 a.u.
Charge   -1
Relative energy (zero: lowest compared OMol25 entry of this formula, charge and spin)   13.9 kJ/mol

```
20
Properties=species:S:1:pos:R:3:forces:R:3:mulliken_charge:R:1
C -1.147 -0.128 -2.405 0.3079 0.3599 1.1626 -0.92
C -1.915 -0.471 -1.109 -0.4720 0.1753 -0.6654 -0.22
H -1.661 -0.461 -3.300 -0.0198 0.1778 -0.1851 0.35
H -0.948 0.946 -2.401 -0.1117 -0.0005 -0.4699 0.24
H -0.167 -0.590 -2.336 0.1137 -0.2426 -0.3122 0.25
H -1.226 -0.834 -0.353 -0.2610 -0.2513 0.0139 -0.38
H -2.707 -1.182 -1.367 0.2242 -0.2761 0.4546 0.40
H -2.433 0.392 -0.687 0.1121 0.0760 -0.0561 0.34
C 2.139 0.922 -0.188 1.0187 -0.1646 -0.4118 -1.34
C 0.681 0.845 1.962 0.6013 -0.0243 -0.0102 -2.10
C 1.333 0.298 0.888 -1.6711 -0.0035 -0.1329 0.52
C 0.172 -1.283 1.780 -0.8268 1.2684 0.1881 -2.16
N -0.063 -0.151 2.523 1.0349 -0.8829 -1.0641 0.68
N 0.904 -1.014 0.731 1.0092 -0.3322 0.2624 -0.65
H 0.765 1.851 2.336 -0.1719 -0.0486 0.1480 0.73
H -0.522 -0.145 3.415 -0.4664 0.2217 0.7170 1.29
H 1.673 0.779 -1.168 -0.0499 -0.0328 0.1179 0.24
H 3.121 0.430 -0.236 -0.1528 -0.0657 -0.1008 0.31
H -0.379 -2.182 2.006 0.1729 -0.0638 -0.0286 1.05
H 2.379 1.979 -0.092 -0.3914 0.1097 0.3727 0.37
```
Forces are in eV/Å.

No. 10
C6H12N2 | wB97M-V/def2-TZVPD

Multiplicity   1
HOMO-LUMO gap   0.3484 hartree
Calculated total energy   -345.21751 a.u.
Relative energy (zero: lowest compared OMol25 entry of this formula, charge and spin)   289.7 kJ/mol
SMILES string   C=C(C)C.CN=C=N

```
20
Properties=species:S:1:pos:R:3:forces:R:3:mulliken_charge:R:1
C -1.619 0.656 1.023 1.1138 -1.5365 -0.9448 -0.91
C -1.184 -0.308 0.203 -1.8020 0.1705 -0.2549 1.00
C -1.684 -0.320 -1.227 -1.0463 -1.0937 -0.4006 -1.40
C -0.466 -1.538 0.643 1.0471 -0.8966 1.4554 -1.27
H -1.197 0.626 1.980 0.1011 0.2708 1.6174 0.31
H -2.251 1.445 0.725 -0.4975 0.8061 -0.3521 0.31
H -2.127 0.628 -1.526 -0.0933 0.0920 0.1989 0.37
H -2.471 -1.130 -1.432 0.9499 0.9790 0.5782 0.30
H -0.923 -0.537 -1.963 0.5776 -0.0886 -0.0535 0.35
H -0.067 -1.608 1.705 -1.1375 0.6339 -0.8217 0.26
H -1.070 -2.447 0.486 0.0677 0.3736 -0.0448 0.32
H 0.480 -1.682 0.140 -0.0157 -0.1058 -0.8639 0.33
C 1.422 1.635 -1.026 -2.5204 -3.3869 -3.8633 -0.84
N 1.292 0.643 -0.029 1.2887 -0.2893 -0.4707 -0.10
C 2.159 0.073 0.582 -1.5390 0.4955 1.2604 0.42
N 2.798 -0.539 1.364 1.9702 -1.9142 1.3278 -0.54
H 1.622 2.537 -0.598 0.2349 2.8098 0.7385 0.37
H 2.220 1.351 -1.812 -1.2615 0.5681 1.1277 0.28
H 0.334 1.487 -1.515 2.5489 1.5382 0.4198 0.15
H 2.730 -0.971 2.278 0.0131 0.5741 -0.6538 0.27
```
Forces are in eV/Å.